Record 1
ORCA calculation (the ωB97M-V functional and the def2-TZVPD basis) on a cluster of 4 separate species, C4H15NO3 in total in a non-equilibrium geometry.

```
23
Properties=species:S:1:pos:R:3
C -2.97026 0.20700 -0.38070
C -1.52610 0.05805 -0.89598
C -0.92739 -1.18388 -1.04144
N 0.48729 -1.32083 -1.08690
C 1.37063 -0.37524 -1.84159
H -3.50284 1.19042 -0.14495
H -3.55857 -0.32486 -1.07052
H -2.99255 -0.42199 0.58459
H -0.90263 0.96109 -0.90536
H -1.54095 -2.05217 -0.78831
H 0.67112 -2.17186 -1.39774
H 2.08661 -0.90888 -2.52767
H 0.82709 0.39651 -2.40167
H 1.97908 0.20554 -1.14636
H 0.61582 1.83524 2.27943
H 0.37458 0.30851 2.47242
O 0.72616 1.09408 2.88944
H 0.53381 -1.53269 1.01876
H 1.58129 -1.68024 2.20239
O 0.61780 -1.54758 1.98301
H 1.12153 2.38071 -1.28830
H 2.31364 2.56321 -0.22395
O 1.31863 2.48623 -0.38447
```

E_HOMO = -8.22 eV
orbital gap = 8.71 eV
ΔE to the lowest compared entry with this formula, charge and spin = 200.4 kJ/mol
structure (SMILES) = C/C=C/NC.O.O.O



Record 2
ORCA calculation (the ωB97M-V functional and the def2-TZVPD basis) on the ion C3H3N4 with charge -1 in a non-equilibrium geometry.

```
10
Properties=species:S:1:pos:R:3
C 0.28124 -0.62331 -0.04401
C -0.51001 1.90737 0.04265
C -0.30161 0.77711 -0.72076
N -0.60578 -1.59264 0.10058
N 1.50715 -0.99323 0.44843
N 0.08443 -2.60535 0.61790
N 1.32339 -2.27681 0.77892
H -0.86480 2.77635 -0.42941
H -0.22514 1.91952 1.03816
H -0.68887 0.71098 -1.83247
```

E_HOMO = -4.73 eV
orbital gap = 8.82 eV
charge = -1
ΔE to the lowest compared entry with this formula, charge and spin = 60.2 kJ/mol



Record 3
ORCA calculation (the ωB97M-V functional and the def2-TZVPD basis) on a cluster of 12 separate species, C6H36NO12 in total in a non-equilibrium geometry.

```
55
Properties=species:S:1:pos:R:3
C -0.49183 1.60681 2.34871
O -0.10600 2.95852 2.21750
C 0.01926 0.83600 1.27515
C -0.73134 1.03125 -0.31866
C -1.39735 -0.36732 -0.64180
C -1.59768 -0.35453 -2.24949
C -0.28623 -1.00975 -3.02940
N -0.56862 -2.44184 -2.92206
H -1.56879 1.57008 2.70369
H 0.18028 1.33002 3.25909
H 0.08218 -0.17985 1.52150
H 1.11729 1.09175 0.86283
H -1.63162 1.86867 -0.28677
H 0.11667 1.26343 -0.99980
H -2.42400 -0.36693 -0.12464
H -0.66682 -1.14419 -0.21591
H -2.47892 -0.90252 -2.76122
H -1.75528 0.68485 -2.63608
H 0.79463 -0.80770 -2.85709
H -0.46247 -0.79289 -4.12601
H 0.22743 -2.97553 -3.11391
H -1.16953 -2.73359 -2.17212
H -0.57046 -3.58102 1.23908
H -2.10289 -3.61582 1.95633
O -1.44675 -3.13043 1.35733
H 1.87775 -3.26955 -0.09973
H 0.78159 -2.94026 1.18385
O 1.10899 -3.53284 0.47546
H 0.74848 -2.21727 3.25160
H -0.72439 -1.63908 3.37931
O -0.29693 -2.38085 3.24005
H -2.06117 -2.33100 -0.68174
H -2.84681 -2.84789 -1.66834
O -2.73639 -3.03282 -0.74185
H -0.80278 4.03619 1.06317
H -0.57558 3.81608 -0.54867
O -1.22641 4.16894 0.12749
H -2.89506 3.51611 -0.30007
H -3.29770 2.19228 -0.11532
O -3.69467 2.94068 -0.67662
H 1.57753 -0.97180 1.53912
H 2.86879 -0.94040 2.53670
O 2.06068 -1.44930 2.18858
H 3.88206 1.06983 0.12778
H 3.08500 1.68901 1.26499
O 3.64787 0.78417 0.98815
H 2.55487 -0.16001 -1.67994
H 2.91948 -0.66061 -0.09123
O 2.59416 -0.92114 -0.98993
H 2.37367 3.07737 0.17060
H 0.77503 2.96282 1.48402
O 1.56944 2.68653 0.28308
H 2.03059 2.72169 -2.53897
H 1.65329 1.96095 -1.26933
O 1.96745 1.83471 -2.18849
```

E_HOMO = -5.90 eV
orbital gap = 8.43 eV
charge = -1
ΔE to the lowest compared entry with this formula, charge and spin = 861.8 kJ/mol



Record 4
ORCA calculation (the ωB97M-V functional and the def2-TZVPD basis) on a structure of composition C2HF5NO5S2Tm in a non-equilibrium geometry.

```
17
Properties=species:S:1:pos:R:3
N 0.66146 -0.48572 -0.23238
S 1.53816 0.41124 -1.27597
O 2.36051 -0.44011 -2.12868
O 0.54145 1.27532 -2.02112
C 2.31358 1.84099 -0.27779
F 2.84335 1.32396 0.85184
F 3.37638 2.24161 -1.02669
S -0.57438 0.10969 0.65379
O -0.87260 1.55736 0.43006
O -0.79204 -0.49826 1.95726
Tm 0.31489 3.07765 -0.63414
C -1.39150 -1.28200 -0.58322
F -1.03093 -2.49341 -0.19164
F -2.68917 -1.17072 -0.32181
F -1.29332 -1.16141 -1.89547
O -2.95574 -2.44036 3.60781
H -2.35013 -1.86583 3.08814
```

E_HOMO (alpha / beta) = -13.84 / -13.30 eV
orbital gap (alpha / beta) = 6.73 / 5.93 eV
charge = +1
multiplicity = 4
⟨S²⟩ = 3.7550